Entry 1:
Entry from the Open Molecules 2025 dataset: a molecular structure, C16H31AsF3NSi2V (ωB97M-V with the def2-TZVPD basis set).

## Properties
lowest unoccupied orbital energy (alpha / beta)	0.01219 / 0.01410	hartree
strongest force on any atom	0.2	eV/A
relative energy (zero: lowest compared OMol25 entry of this formula, charge and spin)	0.000	eV

Structure (ORCA input):
```
! RIJCOSX wB97M-V def2-TZVPD def2/J DEFGRID3
* xyz 0 4
V 0.09 0.48 -0.97
C 2.08 -1.40 0.97
Si 1.01 -0.27 2.06
C 0.79 -1.16 3.70
C 2.00 1.29 2.38
C -0.52 0.13 1.11
C -1.26 -1.06 0.61
C -1.90 -2.06 1.34
C -2.58 -3.06 0.67
C -2.61 -3.07 -0.72
C -1.94 -2.07 -1.39
N -1.29 -1.11 -0.75
Si -1.70 1.44 1.73
C -2.24 1.11 3.51
C -3.24 1.41 0.67
C -0.92 3.15 1.71
H 2.98 -1.73 1.50
H 2.42 -0.87 0.07
H 1.53 -2.29 0.65
H 1.75 -1.33 4.18
H 0.32 -2.14 3.56
H 0.16 -0.59 4.38
H 3.01 1.04 2.72
H 1.54 1.92 3.14
H 2.11 1.91 1.48
H -1.88 -2.03 2.42
H -3.09 -3.84 1.22
H -3.14 -3.84 -1.27
H -1.93 -2.02 -2.48
H -2.67 0.11 3.62
H -3.01 1.83 3.83
H -1.41 1.20 4.21
H -3.75 0.44 0.73
H -3.02 1.61 -0.38
H -3.95 2.17 1.01
H -0.14 3.25 2.46
H -1.69 3.89 1.93
H -0.51 3.39 0.73
F -1.79 1.48 -3.06
C -0.78 1.96 -2.26
F -1.33 3.06 -1.63
F 0.11 2.55 -3.17
C 3.57 0.75 -2.82
As 1.84 -0.13 -2.91
C 2.41 -1.99 -2.98
C 1.40 0.16 -4.78
H 4.22 0.37 -3.61
H 4.04 0.55 -1.85
H 3.44 1.82 -2.94
H 3.12 -2.14 -3.80
H 1.55 -2.64 -3.14
H 2.88 -2.27 -2.04
H 2.21 -0.20 -5.41
H 1.24 1.22 -4.94
H 0.48 -0.37 -5.02
*
```

Entry 2:
Entry from the Open Molecules 2025 dataset: a molecular structure, C4H5FOS at a distorted geometry (ωB97M-V with the def2-TZVPD basis set).

## Properties
lowest unoccupied orbital energy	0.01179	hartree
strongest force on any atom	1.6	eV/A
relative energy (zero: lowest compared OMol25 entry of this formula, charge and spin)	0.562	eV

Structure (ORCA input):
```
! RIJCOSX wB97M-V def2-TZVPD def2/J DEFGRID3
* xyz 0 1
C 0.12 0.37 0.00
C -0.71 -0.18 -1.17
C -0.83 -0.05 1.15
C 1.59 -0.16 0.04
H -0.83 0.63 -1.90
H -0.28 -1.10 -1.68
H -0.42 -0.90 1.70
H -1.03 0.78 1.84
H 2.33 0.67 0.22
O 1.95 -1.29 -0.03
F 0.19 1.75 -0.14
S -2.09 -0.51 -0.05
*
```

Entry 3:
Entry from the Open Molecules 2025 dataset: 15 unconnected molecules or ions with the total composition C62H166N12O19 at a distorted geometry (ωB97M-V with the def2-TZVPD basis set).

## Properties
lowest unoccupied orbital energy	0.01605	hartree
strongest force on any atom	4.0	eV/A
relative energy (zero: lowest compared OMol25 entry of this formula, charge and spin)	7.854	eV

Structure (ORCA input):
```
! RIJCOSX wB97M-V def2-TZVPD def2/J DEFGRID3
* xyz 0 1
C 0.85 2.02 -5.52
C 1.56 0.71 -5.71
O 2.90 0.94 -5.30
H -0.20 2.07 -5.22
H 1.17 2.60 -6.38
H 1.24 2.39 -4.58
H 1.49 0.29 -6.71
H 1.17 0.00 -4.98
H 3.41 0.19 -5.59
C -6.36 0.35 5.66
C -4.90 0.01 5.93
O -4.40 1.06 6.67
H -6.87 -0.52 5.25
H -6.22 1.06 4.85
H -6.91 0.81 6.48
H -4.33 -0.22 5.03
H -4.89 -0.80 6.65
H -5.13 1.55 7.06
C -0.02 0.00 6.40
C -1.36 -0.47 6.94
O -1.93 0.56 7.73
H 0.49 -0.73 5.78
H 0.74 0.13 7.17
H -0.12 0.90 5.79
H -1.29 -1.36 7.56
H -2.07 -0.68 6.14
H -2.82 0.77 7.44
C 2.04 2.78 2.94
O 3.03 3.62 3.46
C 4.08 2.95 4.15
C 4.89 4.13 4.67
N 6.06 3.64 5.36
C 6.00 3.20 6.75
C 7.42 2.76 7.18
O 8.36 3.61 7.89
C 8.78 4.77 7.13
H 2.45 2.13 2.17
H 1.40 3.43 2.35
H 1.51 2.29 3.76
H 4.66 2.35 3.44
H 3.72 2.26 4.91
H 4.29 4.81 5.29
H 5.37 4.69 3.87
H 6.77 4.28 5.06
H 5.40 2.29 6.79
H 5.44 3.97 7.27
H 7.82 2.13 6.38
H 7.19 2.00 7.93
H 8.03 5.33 6.57
H 9.31 4.26 6.33
H 9.51 5.39 7.65
C -6.77 -3.50 -1.15
O -6.64 -2.22 -0.83
C -5.44 -1.53 -1.23
C -5.31 -0.16 -0.60
N -6.51 0.57 -1.06
C -6.63 1.86 -0.36
C -7.76 2.74 -1.02
O -9.05 2.27 -0.53
C -10.16 2.87 -1.08
H -7.63 -3.93 -0.63
H -5.93 -4.16 -0.97
H -7.19 -3.66 -2.15
H -5.44 -1.44 -2.32
H -4.58 -2.12 -0.91
H -4.41 0.25 -1.07
H -5.14 -0.16 0.48
H -7.32 -0.02 -0.99
H -5.64 2.31 -0.46
H -6.93 1.67 0.67
H -7.74 2.79 -2.11
H -7.62 3.73 -0.59
H -10.13 3.94 -0.87
H -11.08 2.39 -0.74
H -10.27 2.89 -2.16
C -3.54 -1.98 2.79
O -3.04 -1.30 1.65
C -2.92 0.13 1.88
C -1.86 0.47 0.79
N -0.50 -0.11 1.18
C 0.32 -0.11 -0.07
C 1.70 -0.71 0.14
O 2.43 -0.79 -1.06
C 2.66 0.49 -1.70
H -2.83 -1.86 3.61
H -3.52 -3.02 2.48
H -4.53 -1.78 3.20
H -2.49 0.37 2.85
H -3.79 0.76 1.67
H -1.69 1.53 0.58
H -2.31 0.25 -0.18
H -0.76 -0.99 1.58
H 0.30 0.89 -0.50
H -0.21 -0.72 -0.80
H 1.60 -1.75 0.45
H 2.27 -0.35 1.00
H 3.00 1.18 -0.93
H 1.71 0.70 -2.19
H 3.48 0.44 -2.41
C 0.92 -7.70 -8.73
O 1.75 -7.10 -7.72
C 0.97 -6.20 -6.93
C 1.82 -5.33 -6.04
N 0.96 -4.50 -5.17
C 0.35 -3.28 -5.83
C -0.39 -2.40 -4.76
O 0.37 -2.20 -3.51
C 0.13 -3.07 -2.38
H -0.10 -7.79 -8.35
H 1.30 -8.62 -9.16
H 0.73 -7.15 -9.65
H 0.29 -6.83 -6.37
H 0.47 -5.52 -7.63
H 2.39 -4.75 -6.77
H 2.45 -5.97 -5.43
H 1.57 -4.33 -4.39
H -0.29 -3.36 -6.71
H 1.28 -2.75 -6.02
H -1.45 -2.62 -4.62
H -0.44 -1.36 -5.10
H -0.92 -3.35 -2.25
H 0.39 -2.63 -1.42
H 0.66 -4.02 -2.47
C -2.37 3.60 4.79
C -2.53 5.00 4.20
C -3.83 5.17 3.31
O -5.03 4.63 3.67
C -5.61 5.24 4.84
N -2.47 5.89 5.30
H -3.20 3.28 5.42
H -1.41 3.45 5.28
H -2.34 2.90 3.95
H -1.63 5.17 3.62
H -3.69 4.71 2.33
H -4.02 6.24 3.19
H -4.92 5.80 5.48
H -6.26 4.60 5.44
H -6.27 6.05 4.56
H -1.66 5.74 5.88
H -2.32 6.86 5.05
C 5.11 4.59 -3.59
C 5.73 3.39 -2.97
C 5.47 3.17 -1.47
O 5.00 4.31 -0.88
C 4.67 4.24 0.49
N 5.33 2.29 -3.79
H 5.28 5.46 -2.96
H 4.03 4.65 -3.49
H 5.41 4.83 -4.61
H 6.81 3.43 -3.09
H 6.38 2.86 -0.94
H 4.70 2.41 -1.36
H 4.42 5.22 0.88
H 5.47 3.83 1.10
H 3.66 3.87 0.67
H 4.54 1.76 -3.46
H 4.88 2.72 -4.58
C -2.42 0.65 -3.19
C -3.60 1.31 -3.97
C -4.39 0.27 -4.85
O -3.45 -0.45 -5.48
C -4.01 -1.61 -6.10
N -4.48 2.10 -3.08
H -2.77 -0.17 -2.56
H -1.98 1.35 -2.48
H -1.67 0.31 -3.91
H -3.17 2.04 -4.65
H -5.21 0.62 -5.47
H -4.84 -0.43 -4.13
H -3.27 -2.06 -6.77
H -4.87 -1.31 -6.70
H -4.29 -2.32 -5.31
H -5.27 2.48 -3.59
H -4.87 1.39 -2.48
C 8.78 -0.81 -1.33
C 8.50 -1.65 -0.07
C 7.06 -1.30 0.48
O 6.92 0.04 0.76
C 5.51 0.43 0.92
N 8.54 -3.07 -0.41
H 8.40 -1.18 -2.29
H 9.85 -0.66 -1.44
H 8.42 0.21 -1.19
H 9.13 -1.33 0.76
H 6.90 -1.96 1.33
H 6.35 -1.52 -0.33
H 5.08 -0.06 1.80
H 4.93 0.07 0.08
H 5.20 1.47 1.01
H 8.96 -3.48 -1.23
H 8.59 -3.70 0.38
C 3.87 -7.40 -2.87
C 3.03 -7.43 -1.56
C 2.16 -6.10 -1.30
O 1.55 -5.98 0.03
C 2.33 -5.40 1.12
N 2.19 -8.67 -1.51
H 4.57 -8.24 -2.85
H 4.40 -6.45 -2.88
H 3.13 -7.58 -3.65
H 3.65 -7.48 -0.66
H 1.37 -6.06 -2.05
H 2.63 -5.12 -1.44
H 3.25 -5.98 1.11
H 1.72 -5.45 2.01
H 2.60 -4.36 0.96
H 2.82 -9.44 -1.69
H 1.49 -8.69 -2.24
C -8.90 -2.87 7.75
C -8.39 -4.27 7.61
C -6.90 -4.37 7.05
O -6.82 -4.00 5.64
C -5.70 -4.50 4.97
N -8.50 -4.89 8.90
H -8.20 -2.14 8.16
H -9.80 -2.81 8.35
H -9.24 -2.39 6.84
H -9.11 -4.74 6.95
H -6.54 -5.40 7.00
H -6.21 -3.90 7.76
H -4.76 -4.46 5.52
H -5.59 -3.80 4.14
H -5.82 -5.49 4.54
H -9.46 -4.88 9.21
H -8.27 -5.87 8.89
C 1.58 5.91 -1.20
C 0.35 6.85 -1.50
C -0.87 6.08 -2.02
O -1.46 5.30 -1.02
C -2.22 4.17 -1.39
N -0.01 7.50 -0.26
H 2.47 6.43 -1.55
H 1.60 5.12 -1.95
H 1.66 5.40 -0.24
H 0.74 7.57 -2.22
H -0.70 5.49 -2.92
H -1.61 6.84 -2.26
H -3.09 4.50 -1.96
H -2.64 3.69 -0.50
H -1.59 3.49 -1.96
H -0.35 6.73 0.30
H -0.89 7.98 -0.37
C 6.00 -2.02 -3.70
C 4.83 -1.43 -4.46
C 4.97 -1.67 -6.01
O 3.96 -1.08 -6.78
C 4.05 -1.44 -8.16
N 3.69 -1.99 -3.79
H 5.86 -1.80 -2.65
H 6.99 -1.64 -3.95
H 6.09 -3.07 -3.98
H 4.83 -0.36 -4.25
H 4.91 -2.74 -6.20
H 5.94 -1.34 -6.38
H 3.31 -0.82 -8.67
H 3.85 -2.47 -8.42
H 5.04 -1.22 -8.56
H 2.89 -1.85 -4.39
H 3.36 -1.60 -2.92
*
```